Record 1
Computed, not measured: a 2-piece molecular cluster, C6H14N3 overall in a non-equilibrium geometry, with ωB97M-V with the def2-TZVPD basis set.

Spin multiplicity = 1
ΔE to the lowest compared entry with this formula, charge and spin = 42.7 kJ/mol
E_tot = -401.03404 a.u.
Charge = +1
Molar mass = 128.20 Da
HOMO energy = -12.6 eV
Gap between HOMO and LUMO = 0.3577 Ha

Cartesian coordinates (Å):
N  1.5047  0.6977  -1.0568
N  0.8745  -1.1196  0.2297
N  2.9663  -1.0643  -0.7351
C  -2.3448  1.0836  -0.3001
C  -1.9010  1.6368  0.6890
C  1.7780  -0.4965  -0.5184
C  -2.8790  0.4183  -1.4896
C  1.0900  -2.4213  0.8534
C  -1.3677  2.3023  1.8787
H  -0.3089  2.0311  2.0273
H  0.5949  1.1360  -0.8929
H  -0.0257  -0.6560  0.3753
H  3.1785  -1.9771  -0.3249
H  -1.4382  3.3976  1.7691
H  -3.2675  1.1639  -2.2036
H  -2.0889  -0.1679  -1.9881
H  1.2861  -3.2007  0.0979
H  1.9381  -2.3931  1.5580
H  0.1781  -2.6934  1.4111
H  2.2049  1.1724  -1.6320
H  -3.7002  -0.2633  -1.2110
H  3.6647  -0.5874  -1.3107
H  -1.9371  2.0010  2.7740

***

Record 2
Computed, not measured: C28H25F5IInN11OS as an isolated structure, with ωB97M-V with the def2-TZVPD basis set.

Spin multiplicity = 1
ΔE to the lowest compared entry with this formula, charge and spin = 0.0 kJ/mol
E_tot = -3144.97704 a.u.
Charge = -1
Molar mass = 900.36 Da
HOMO energy = -5.7 eV
Gap between HOMO and LUMO = 0.2774 Ha

Cartesian coordinates (Å):
I  2.2827  -0.5938  -4.7963
In  0.9761  -0.0261  -1.5249
S  1.9872  -2.5394  -1.6554
F  -1.4908  5.3279  -0.6684
F  -3.1101  5.2331  1.5275
F  -0.0983  3.2024  -1.4539
F  -3.2809  2.8976  2.9411
F  -1.8795  0.7359  2.1846
O  -0.2576  0.7788  0.0525
N  -2.4596  -3.4195  -0.3090
N  -2.5687  -3.1320  -2.7244
N  -3.6789  -1.5471  -1.2563
N  -1.4072  1.9751  -4.9030
N  1.9538  -0.6794  0.6333
N  2.4560  1.8755  -0.1437
N  -1.2354  -1.5925  -1.3761
N  1.9380  -1.9803  1.0345
N  -0.5098  2.8048  -7.0454
N  -0.5183  0.7933  -2.9736
N  1.9654  -4.1474  0.4391
C  -2.5323  -4.0837  -1.6131
C  -2.4488  -0.7566  -1.2040
C  2.5037  3.9330  1.7051
C  1.9690  -2.8387  0.0425
C  2.6471  3.1298  -0.5257
C  1.1128  -0.5544  3.6680
C  -0.8789  3.0763  -0.3669
C  -1.7784  1.8623  1.4500
C  2.6910  4.1974  0.3605
C  -3.6222  -2.5396  -0.1847
C  -0.8667  1.3738  -3.9296
C  1.1711  -0.8519  5.0201
C  2.3796  -0.7724  5.7011
C  2.5448  0.4744  -2.9588
C  3.4692  -0.0791  3.6741
C  2.3168  2.6228  2.1168
C  -0.9286  1.8553  0.3251
C  -2.4993  2.9662  1.8536
C  -1.2469  -2.5971  -0.2920
C  -2.4146  4.1497  1.1434
C  2.3110  1.6141  1.1587
C  -1.5964  4.1905  0.0310
C  3.5291  -0.3880  5.0264
C  -0.8756  2.3951  -6.0249
C  -1.3583  -2.3112  -2.6646
C  2.1681  0.1904  1.5478
C  2.2638  -0.1665  2.9893
C  -3.7246  -2.2538  -2.5364
H  -2.4638  -0.0010  -1.9867
H  -0.3880  -3.2523  -0.4130
H  2.4244  -1.0095  6.7567
H  0.1775  -0.6166  3.1254
H  3.5134  0.1673  -2.5735
H  2.2347  -4.8319  -0.2446
H  2.7504  3.2914  -1.5924
H  0.2714  -1.1486  5.5440
H  -3.4342  -4.7004  -1.6453
H  4.4732  -0.3255  5.5527
H  -4.5305  -3.1471  -0.2122
H  4.3628  0.2287  3.1440
H  2.5631  1.5258  -3.2377
H  -3.5726  -2.0204  0.7750
H  2.8447  5.2031  -0.0045
H  -1.3774  -1.5738  -3.4676
H  -1.1718  -2.0720  0.6625
H  -4.6370  -2.8542  -2.5776
H  -1.6582  -4.7282  -1.7291
H  2.5000  4.7375  2.4297
H  2.1935  -4.3180  1.4053
H  -2.3853  -0.2703  -0.2346
H  -3.7465  -1.5208  -3.3451
H  2.1681  2.3797  3.1592
H  -0.4815  -2.9478  -2.7855